1.
{
  "formula": "C45H48LuN4O7S3Se2",
  "method": "wB97M-V/def2-TZVPD",
  "charge": -1,
  "lumo_ev": 1.9,
  "max_force_ev_per_a": 3.71,
  "homo_energy_ha": -0.193,
  "e_above_lowest_kj_mol": 0.00,
  "orbital_gap_ev": 7.1850,
  "elements": ["N", "H", "H", "H", "Se", "H", "H", "C", "C", "N", "C", "H", "H", "H", "H", "C", "C", "C", "C", "C", "H", "H", "H", "C", "C", "C", "O", "C", "H", "H", "O", "C", "H", "H", "C", "Se", "C", "C", "H", "H", "H", "C", "C", "O", "H", "H", "C", "O", "C", "H", "H", "O", "H", "C", "N", "H", "H", "C", "C", "H", "H", "S", "H", "C", "C", "H", "S", "C", "H", "H", "H", "C", "C", "O", "H", "O", "C", "H", "C", "C", "H", "C", "C", "H", "C", "H", "H", "H", "C", "C", "S", "C", "N", "C", "C", "H", "H", "C", "C", "H", "C", "C", "C", "H", "H", "C", "Lu", "H", "H", "H"],
  "xyz": [[-3.390509, 1.485755, 2.705131], [-2.817148, 1.941693, 2.028786], [1.938837, -2.600223, 1.868740], [8.321928, -0.355173, -1.277800], [-2.650194, -3.417167, 4.479926], [-5.638957, 1.333666, -4.453882], [-0.176395, -1.838559, -5.185896], [-4.850488, 0.647413, -4.267048], [-2.978094, 0.063557, -2.716349], [0.898701, -0.131767, 3.519705], [-0.923470, 0.081360, -5.810425], [2.524789, 2.685293, -4.050961], [-3.374996, 1.938009, 3.606426], [6.229876, -0.864219, 1.598450], [-0.249733, 3.005888, -4.017486], [-2.975658, 2.685414, -1.772214], [-2.130508, 0.407396, -1.693268], [-0.910822, 1.482658, -5.457298], [0.421194, 1.076487, -3.478259], [1.616731, 3.948010, -2.600332], [2.246069, 7.356704, -2.448447], [-4.896160, -0.723513, 5.565071], [-3.154726, -3.495187, 1.815474], [-2.055701, -5.297555, 2.054352], [4.602883, 1.395210, -1.033762], [1.487783, 0.701860, -1.391043], [-1.288802, -7.752591, 2.297881], [-0.283325, 1.973387, -4.345233], [-0.309963, -5.497429, 0.780822], [-1.356548, -0.292392, -6.684714], [3.147755, 0.174558, 3.727228], [1.534018, 5.329414, -2.168208], [3.624929, 6.730006, -4.538678], [1.834361, -1.371115, -0.990768], [-4.558303, 0.058072, 4.847002], [-0.453365, -3.066698, 0.824483], [2.375159, -2.047265, 3.709698], [1.494100, -0.668084, -1.695105], [-1.588589, -7.753168, 3.215267], [0.012571, -5.027674, 2.447304], [-5.388880, 0.750693, 4.609754], [3.058094, 4.694859, -4.425294], [-0.005535, 3.401184, -0.876670], [-3.183858, -4.522377, -0.002364], [-3.737217, 0.526547, 5.380969], [-2.424087, -4.003884, -0.277652], [2.157984, -0.529973, 3.618150], [2.676229, -2.684912, 2.517543], [-0.224913, -0.744821, -4.958806], [-1.410268, 2.147880, -6.187646], [-5.395713, -0.317843, -4.031116], [-1.445420, 2.107214, 5.041146], [3.904031, -0.542397, 1.698192], [-0.906061, 1.147737, 4.541836], [1.121977, -2.556647, 4.322967], [-3.200811, -5.783531, 3.892883], [0.348531, 1.894573, 2.992383], [-0.081719, 4.709233, -0.472337], [-3.489337, 0.141051, 2.630673], [-4.643869, 3.006060, -3.107694], [0.670400, 6.690158, -0.669957], [-2.674493, -0.636512, 1.350518], [6.577733, 1.392278, -2.002374], [0.530501, -0.271584, -3.816861], [1.057674, -1.150155, -2.895825], [8.274440, -0.537275, 0.554426], [-1.023431, 2.110593, 0.045424], [4.455591, -0.066268, 0.891843], [-4.286126, 0.481717, -5.180162], [-2.140558, -6.763027, 0.640621], [1.234582, 1.700297, 4.434363], [-0.693400, -4.905991, 1.603996], [1.007775, 1.564323, -2.276475], [-1.504247, -0.046527, 4.587322], [-3.036314, 3.642699, -1.279816], [-1.732638, 2.978592, 0.985608], [0.462158, 1.178753, 3.800451], [4.076640, 2.008422, -1.771257], [-2.323913, -5.146531, 3.562204], [0.699554, 5.679107, -1.076622], [-2.887959, -0.952009, -3.079197], [2.258923, 6.339820, -2.894749], [-2.124234, 1.711224, -1.242975], [1.066897, -2.156427, 5.268898], [5.793860, -0.319490, 0.756366], [-1.484176, -0.303357, -1.145260], [-3.989390, -1.569875, 3.565244], [-1.497833, -5.578785, 4.122805], [3.872123, 0.803065, -0.018017], [-3.164335, -4.509500, 1.396487], [2.130158, 1.130378, 0.182999], [-2.201308, -6.766357, 1.709234], [-4.143813, -0.530357, 3.624350], [2.989390, 6.039988, -4.002414], [5.944287, 1.055169, -1.176930], [3.623665, 4.356509, -5.297951], [-4.147474, -4.940288, 1.713315], [-3.962893, 2.267434, -2.692237], [8.028090, 0.062201, -0.334027], [3.180417, -2.297463, 4.372976], [0.859563, 3.014330, -1.903405], [2.423894, 3.709940, -3.733803], [6.575611, 0.284071, -0.194617], [-3.192361, -7.195662, 1.893987], [1.142585, -3.588940, 4.344062], [-3.914444, 0.994036, -3.153183], [-0.846903, -1.669288, 3.285137], [-0.667636, 4.903462, 0.434357], [8.673646, 0.942163, -0.251658], [1.001335, -2.281780, -2.958696]],
  "forces_ev_per_a": [[-0.90, -1.06, 0.80], [0.48, 0.37, -0.61], [0.18, 0.00, 0.32], [-0.01, -0.80, -0.34], [0.32, -0.11, -0.07], [-0.41, 1.02, -0.04], [-0.04, 0.97, 0.31], [-0.40, -2.54, 0.31], [0.16, -0.27, 0.53], [-1.06, -2.01, -0.88], [1.93, 1.16, 2.94], [0.06, -0.19, -0.21], [-0.19, -0.08, 0.29], [0.24, -0.21, -0.52], [-0.45, 0.04, -0.59], [-1.02, -1.15, 0.45], [0.67, -0.25, 0.70], [-0.61, 0.15, -1.33], [0.14, 1.03, -0.57], [-0.02, 2.82, 0.47], [-0.03, -0.68, -0.58], [-0.07, 0.36, -0.83], [0.13, -0.08, -0.35], [-1.12, -0.26, 1.25], [0.20, -0.34, -0.90], [1.37, -1.83, 1.09], [-0.48, 1.45, -0.25], [0.22, -0.92, 0.12], [-0.18, -0.41, 0.10], [-0.82, -0.34, -1.09], [1.23, 0.85, 0.13], [-0.13, 0.07, -0.43], [-0.28, 0.46, 0.13], [0.38, -0.60, 1.00], [-0.95, 0.01, 1.00], [0.58, -0.07, 0.48], [-1.19, 0.09, -0.05], [-0.07, -0.33, -1.09], [0.37, -0.26, 0.02], [-0.14, 0.06, -0.50], [0.37, -0.12, 0.58], [-0.04, -0.79, -0.15], [0.52, -1.96, -1.15], [-0.15, -0.39, -0.37], [0.20, 0.50, -0.20], [0.35, 0.41, -0.23], [-0.22, 0.50, 0.25], [-0.37, -0.24, -0.58], [0.50, -0.89, -0.64], [0.26, -0.15, 0.75], [0.72, 0.81, -0.32], [0.22, 1.10, 0.00], [0.01, 0.28, -0.30], [-0.43, -1.88, 0.08], [-0.25, -1.21, -0.11], [0.69, 0.71, -0.74], [-0.12, -0.16, -0.74], [0.17, 1.00, 1.05], [-0.41, 0.98, 1.70], [-0.08, -0.26, 0.14], [0.10, -0.13, -0.34], [-0.21, -0.59, 0.32], [-0.46, 0.23, 0.16], [-2.34, -0.17, -1.64], [0.53, -2.20, 1.66], [0.60, -0.36, -0.67], [2.18, 0.50, -0.98], [-0.60, 0.13, -0.42], [0.01, -0.03, -0.24], [0.59, -0.61, -0.75], [-0.77, -0.35, -0.17], [1.86, 1.14, 0.26], [-1.68, 1.99, -0.85], [1.07, 0.43, -0.58], [0.25, 0.36, -0.21], [-1.09, 0.86, 1.42], [0.66, 1.47, 1.70], [0.29, -0.05, 0.25], [-0.34, -0.95, 1.18], [-0.11, -0.55, 0.10], [-0.48, 0.04, -0.30], [-0.10, 0.48, 1.00], [-0.66, 0.92, -0.89], [-0.09, -0.54, -0.35], [0.84, -0.04, 1.85], [-0.31, 0.21, -0.79], [-0.31, 1.27, 0.26], [0.29, -0.04, -0.05], [-0.87, -0.25, 0.29], [-1.64, -0.18, 0.32], [0.13, 0.61, 0.93], [-0.72, -1.43, -0.18], [1.41, -1.32, -2.60], [0.39, -0.38, -0.03], [-0.04, 0.34, 0.34], [-0.03, 0.54, 0.24], [0.62, 0.18, -0.14], [1.69, 1.92, 1.26], [0.87, -0.08, 1.66], [0.69, 0.35, 0.26], [-0.53, -1.22, 0.40], [0.03, -0.69, -0.01], [-0.55, 0.58, -1.80], [-0.29, 0.61, 0.28], [0.08, 0.64, 0.39], [-0.60, -1.01, -1.62], [-0.07, 0.87, -0.25], [0.04, 0.17, -0.52], [-0.48, 0.37, 0.13], [0.10, 1.57, -0.48]]
}



2.
{
  "formula": "C45H48N3O24",
  "method": "wB97M-V/def2-TZVPD",
  "charge": 1,
  "lumo_ev": -3.9,
  "max_force_ev_per_a": 0.92,
  "homo_energy_ha": -0.394,
  "orbital_gap_ev": 6.8064,
  "elements": ["H", "O", "H", "H", "C", "C", "O", "O", "H", "C", "C", "H", "H", "H", "C", "C", "H", "H", "C", "O", "H", "O", "O", "O", "H", "O", "C", "C", "H", "O", "H", "O", "C", "C", "C", "C", "C", "C", "C", "H", "C", "C", "O", "C", "C", "H", "C", "H", "C", "C", "H", "H", "H", "O", "H", "H", "C", "H", "H", "C", "O", "H", "N", "C", "H", "C", "C", "H", "C", "O", "C", "H", "C", "O", "O", "N", "C", "H", "O", "O", "H", "H", "C", "O", "C", "H", "H", "O", "H", "H", "O", "H", "C", "C", "H", "H", "C", "H", "O", "O", "C", "C", "H", "C", "H", "H", "H", "H", "H", "C", "C", "H", "N", "H", "C", "H", "C", "H", "O", "C"],
  "xyz": [[2.101406, 1.793191, -0.137728], [1.953677, -8.890040, -4.152614], [-3.650497, 1.293458, 2.922474], [1.356606, -8.121285, -4.099409], [-6.955147, 7.194678, 1.035837], [8.932186, -4.560874, 1.044754], [4.838411, -4.447101, 0.421702], [-1.110431, -5.568003, -3.210418], [1.573315, -7.554297, -8.519697], [-4.930172, 8.459823, 1.296732], [0.267487, -3.614752, -0.478627], [-4.012638, 1.594907, -2.005781], [-2.563585, 3.389293, 4.190663], [1.888916, 4.000119, 4.160174], [8.274490, -3.243703, 0.686788], [2.115352, 5.763311, 3.692706], [-0.664968, 1.403052, 3.359653], [1.509689, 2.910376, 2.124429], [-2.671640, 0.889736, 2.655303], [0.141501, 8.965492, 1.994518], [-0.208656, 1.752392, 1.396299], [-8.240905, 7.020773, 0.796613], [4.170797, -11.065060, -7.664610], [9.001164, -2.271389, 0.605059], [2.882649, -1.905883, 3.992614], [2.541032, -3.339556, 0.164925], [3.439625, -10.205295, -7.209557], [2.842203, -9.230418, -8.199186], [1.954721, -2.823281, 0.754158], [-4.266223, 9.478842, 1.328365], [-1.756204, -3.937747, -1.203849], [0.235139, 4.452682, 3.264051], [2.008280, -8.252260, -7.818554], [2.113789, 2.027198, 1.892841], [-1.469470, -0.253196, 0.677475], [-0.472344, 0.431211, -0.230484], [2.037276, -1.230077, 4.114731], [6.803213, -5.665926, 0.980481], [0.680205, 7.878363, 2.508123], [-6.875646, 9.312974, 0.825743], [1.162913, -5.345650, -2.546413], [-6.347399, 8.392222, 1.028134], [0.900359, -7.263047, -5.997777], [-5.074487, 1.726492, -2.158689], [2.283999, -9.074920, -5.423051], [-1.468566, 2.645830, 2.387815], [-2.633358, 0.660433, 1.144892], [0.309490, -0.251741, -0.553301], [1.663427, -8.113101, -6.419780], [-4.780565, 5.976193, 1.570534], [8.693888, -6.640125, 1.439706], [-3.567777, 0.169935, 0.874975], [10.481260, -3.545230, 1.050514], [-2.881509, 7.345870, 1.768693], [1.166136, -1.862767, 4.285849], [-8.995351, 2.154268, -2.903914], [6.148193, -4.354588, 0.599850], [3.780952, 7.058946, 3.976048], [-0.556053, -6.094628, -3.824711], [6.844556, -3.218123, 0.464136], [-5.428954, 2.943202, -0.176670], [-0.981745, 6.592888, 2.219536], [0.216528, 1.575170, 0.478455], [-7.146384, 1.355792, -3.596972], [0.815543, 9.672462, 2.056243], [2.102206, 8.060934, 3.002722], [-7.936952, 2.014862, -2.735428], [-0.987021, -0.713363, 1.539373], [-4.177530, 7.170829, 1.557927], [1.401781, -6.113596, -3.457594], [1.733226, -3.935547, -0.696407], [-4.250910, 5.052350, 1.756807], [2.150088, -4.751351, -1.675704], [0.019133, -2.860823, 0.454939], [3.215584, -9.438922, -9.449418], [-2.074571, 2.530418, 4.405732], [-7.353412, 2.559719, -1.533764], [-6.800898, 0.403752, -5.149223], [6.057651, -6.623238, 1.088348], [2.591692, 9.161294, 2.859732], [-2.635553, 1.618965, 0.613418], [-6.210555, 3.358329, 0.263240], [2.773816, 6.925052, 3.607485], [2.613038, 4.653952, 4.227846], [-0.714939, -4.183987, -1.357628], [3.557726, -10.747722, -5.107535], [-2.595055, -0.068115, 3.174414], [-7.947607, 3.165470, -0.662379], [0.091568, 2.421134, -0.079353], [2.356410, -0.764822, 2.021108], [-6.853687, 4.883695, 1.318910], [-2.724820, 8.313858, 1.701753], [0.708164, 5.583115, 3.166429], [8.231964, -5.697561, 1.182584], [3.192009, -4.987396, -1.840465], [3.813744, -10.212526, -9.428639], [-5.860355, 2.387163, -1.296018], [-1.288348, 2.788115, 4.986436], [-5.045716, 0.531866, -4.190777], [-7.576377, 0.818662, -4.723526], [-0.302822, -5.002644, -2.343563], [-5.663893, 1.161496, -3.352082], [4.626280, -5.388749, 0.595962], [-1.633640, 1.886158, 3.176567], [3.294567, 1.085123, 3.428569], [0.753634, -0.360480, 2.634006], [-0.974963, 0.827575, -1.111736], [-8.418606, 6.061735, 0.861056], [-1.882580, -1.079757, 0.102453], [1.820552, -0.348464, 2.874063], [2.249335, 1.099573, 3.122425], [2.190082, -0.645836, 5.022359], [1.646605, 1.364964, 0.659411], [6.385388, -2.277849, 0.193835], [-6.201729, 5.914425, 1.322403], [1.622310, 1.487682, 3.928030], [3.114191, -10.055672, -5.809410], [3.109657, 2.404378, 1.658703], [10.239991, -4.479344, 1.206385], [0.030453, 6.703610, 2.584422]],
  "forces_ev_per_a": [[-0.09, -0.07, -0.12], [-0.14, 0.02, -0.06], [0.00, 0.02, -0.02], [0.13, 0.13, -0.13], [0.02, 0.04, 0.03], [-0.03, -0.03, 0.00], [0.42, -0.19, 0.01], [-0.03, -0.01, 0.00], [0.00, -0.01, -0.01], [-0.11, 0.03, -0.02], [-0.02, -0.06, 0.00], [0.00, 0.01, 0.02], [-0.11, -0.03, 0.06], [0.03, -0.05, 0.09], [-0.11, 0.01, -0.03], [-0.02, -0.02, 0.05], [-0.06, -0.08, 0.05], [-0.06, -0.07, -0.07], [-0.17, 0.26, -0.04], [-0.01, -0.02, 0.00], [-0.02, -0.06, 0.01], [-0.01, 0.00, 0.00], [0.02, 0.01, -0.05], [0.07, -0.01, 0.01], [0.12, 0.13, 0.04], [-0.41, 0.25, -0.03], [-0.01, 0.00, 0.08], [-0.03, 0.04, 0.01], [-0.05, -0.03, 0.04], [0.07, -0.01, 0.00], [-0.01, -0.05, -0.01], [0.02, -0.01, -0.04], [-0.01, 0.07, -0.03], [0.63, 0.07, 0.13], [-0.56, 0.26, -0.02], [-0.13, -0.45, 0.15], [-0.18, -0.20, -0.08], [0.11, -0.03, 0.02], [-0.03, 0.02, 0.00], [-0.03, -0.02, 0.00], [-0.02, 0.04, 0.04], [0.00, 0.08, -0.01], [-0.09, -0.14, 0.18], [0.07, -0.04, -0.03], [0.05, -0.09, -0.01], [0.01, 0.01, 0.05], [0.08, -0.42, 0.16], [0.11, 0.07, 0.08], [0.01, 0.01, -0.15], [0.05, -0.14, 0.00], [0.02, 0.02, 0.01], [-0.04, 0.08, -0.11], [-0.01, 0.04, -0.01], [-0.09, 0.12, -0.04], [0.01, -0.02, 0.03], [0.00, -0.02, -0.02], [0.02, 0.05, -0.02], [0.00, -0.02, 0.01], [0.03, 0.02, -0.05], [-0.01, 0.10, -0.01], [-0.03, -0.08, -0.05], [0.13, -0.09, 0.08], [0.54, 0.11, -0.74], [-0.01, 0.02, 0.03], [0.04, 0.03, 0.01], [0.11, -0.10, 0.09], [-0.09, 0.03, 0.01], [0.16, 0.00, -0.10], [-0.02, -0.03, -0.01], [0.10, -0.02, 0.15], [0.02, -0.05, -0.03], [0.00, 0.00, 0.00], [0.11, -0.04, -0.07], [0.05, 0.07, -0.05], [0.00, 0.01, -0.04], [0.20, -0.15, 0.04], [0.14, 0.04, 0.13], [0.04, -0.02, 0.00], [-0.06, 0.00, -0.02], [-0.06, 0.06, -0.04], [0.00, 0.05, 0.01], [0.06, 0.03, 0.05], [0.07, 0.06, 0.00], [0.05, 0.01, -0.04], [-0.10, 0.07, 0.05], [-0.02, 0.01, 0.02], [0.05, 0.03, 0.06], [-0.19, -0.04, -0.16], [-0.25, 0.15, 0.25], [-0.06, 0.07, -0.07], [-0.03, 0.05, 0.04], [-0.05, 0.03, 0.00], [-0.02, 0.14, -0.07], [0.00, -0.11, 0.03], [0.00, 0.02, 0.02], [0.01, -0.04, 0.02], [-0.01, -0.01, 0.01], [0.01, 0.03, 0.00], [-0.01, -0.03, -0.06], [-0.04, -0.01, -0.03], [-0.01, 0.06, 0.02], [0.06, 0.04, 0.09], [0.00, -0.03, 0.05], [-0.08, 0.13, -0.18], [-0.06, 0.18, 0.25], [0.07, -0.04, -0.17], [0.05, 0.17, 0.03], [0.00, -0.03, -0.01], [0.12, -0.08, -0.01], [-0.10, 0.01, 0.39], [-0.30, -0.35, -0.51], [0.03, 0.04, -0.03], [-0.26, 0.03, 0.37], [-0.01, -0.01, 0.00], [0.08, 0.03, 0.04], [0.24, 0.06, 0.17], [0.05, -0.06, 0.04], [-0.04, 0.06, -0.12], [0.03, -0.02, 0.02], [-0.11, -0.08, -0.08]]
}



What is the formula in the second record? C45H48N3O24



Number 2 is which compound? C45H48N3O24